Density functional theory data (ωB97M-V/def2-TZVPD) for a 7-piece molecular cluster, C24H37N5O2S2 overall in a non-equilibrium geometry.

Values from the calculation:
**Energy above the lowest of the compared OMol25 structures with the same formula, charge and spin**: 60.2 kJ/mol
**Lowest unoccupied orbital energy**: 0.47 eV

Structure (XYZ):
```
70
C24H37N5O2S2, DFT ωB97M-V/def2-TZVPD
C -3.27 4.28 -1.43
S -1.61 4.65 -1.99
O -0.73 4.20 -0.85
C -1.43 3.36 -3.22
H -3.27 3.28 -1.00
H -3.94 4.27 -2.29
H -3.53 5.01 -0.67
H -0.44 2.95 -3.03
H -1.61 3.72 -4.23
H -2.18 2.58 -3.04
C 0.69 -0.34 -2.33
S 0.26 0.03 -4.04
O 1.09 1.24 -4.33
C 1.20 -1.34 -4.76
H 0.16 0.40 -1.72
H 1.75 -0.16 -2.18
H 0.41 -1.32 -1.96
H 0.63 -2.26 -4.62
H 2.15 -1.44 -4.23
H 1.32 -1.08 -5.81
N -3.58 -3.83 -5.07
C -3.00 -3.51 -3.87
C -2.78 -2.19 -3.89
C -3.18 -1.69 -5.15
C -3.72 -2.73 -5.85
H -3.90 -4.74 -5.33
H -2.89 -4.29 -3.15
H -2.43 -1.58 -3.07
H -2.96 -0.69 -5.48
H -3.93 -2.86 -6.90
N 3.67 -3.98 -1.26
C 2.96 -3.18 -0.39
C 3.42 -3.48 0.87
C 4.39 -4.51 0.74
C 4.54 -4.76 -0.57
H 3.57 -3.91 -2.25
H 2.20 -2.49 -0.69
H 2.98 -3.15 1.80
H 4.86 -5.06 1.54
H 5.12 -5.47 -1.14
N 2.45 0.46 7.81
C 1.24 1.07 7.95
C 0.77 1.34 6.69
C 1.78 0.90 5.76
C 2.77 0.32 6.47
H 3.06 0.14 8.54
H 0.86 1.31 8.93
H -0.19 1.70 6.39
H 1.73 1.10 4.70
H 3.80 0.10 6.22
N -0.80 -0.18 1.22
C -0.11 -1.24 1.68
C -0.47 -2.30 0.90
C -1.38 -1.83 -0.08
C -1.57 -0.51 0.16
H -0.81 0.74 1.64
H 0.65 -1.09 2.43
H -0.07 -3.29 0.97
H -1.71 -2.51 -0.85
H -2.16 0.24 -0.34
N -0.54 4.15 1.87
C -1.43 4.18 2.91
C -0.76 3.90 4.07
C 0.61 3.71 3.71
C 0.71 3.89 2.35
H -0.74 4.44 0.90
H -2.49 4.33 2.73
H -1.17 3.80 5.06
H 1.45 3.55 4.36
H 1.52 3.68 1.67
```

Atomic partial charges in e from the Mulliken method, atoms 1 to 8: -0.877, 0.372, -0.707, -0.740, 0.193, 0.404, 0.334, 0.193